Computed, not measured: C25H46Cl2FeN3O6Si as an isolated structure, with wB97M-V/def2-TZVPD.

```
84
Properties=species:S:1:pos:R:3:forces:R:3
C 3.029 -2.456 -2.467 -0.0667 -0.0563 0.6207
C 2.529 -1.629 -3.605 -0.4317 -0.3903 -1.3466
H 2.560 -3.452 -2.450 0.0498 0.2784 0.0014
H 2.768 -1.967 -1.520 0.3147 -0.3399 -0.2575
H 4.117 -2.633 -2.529 -0.2837 0.1842 -0.0259
C 2.570 -2.134 -4.853 0.1735 0.6627 0.4918
C 3.046 -3.509 -5.164 0.2427 -0.4665 -0.2584
H 2.327 -1.543 -5.737 -0.0107 -0.0521 0.4478
H 2.584 -4.280 -4.526 0.1482 0.2523 -0.1775
H 4.137 -3.590 -5.042 -0.1957 -0.1062 -0.0285
H 2.805 -3.730 -6.213 0.1440 -0.1773 0.2520
Fe 1.694 0.686 0.296 -0.3044 -0.6050 2.0919
Cl 2.616 2.491 -0.556 0.3737 0.6214 -0.6648
C -0.386 3.015 1.293 0.2618 -1.0465 -0.4542
O -0.629 1.801 1.232 -0.0951 1.9854 -0.0751
N -1.267 4.013 1.000 -0.5999 -0.1796 -0.0472
C -2.656 3.663 0.772 -0.0531 -0.2278 -0.1573
C -0.761 5.253 0.427 0.3218 -0.2395 0.1456
H 0.594 3.420 1.580 0.0252 -0.3737 -0.1333
H -3.033 3.116 1.645 0.0482 0.0790 -0.2452
H -2.790 3.019 -0.114 -0.0130 0.2243 0.2354
H -3.228 4.589 0.646 0.0294 -0.2263 0.0199
H 0.091 5.578 1.032 -0.1225 0.1343 -0.1373
H -1.552 6.014 0.445 0.2762 -0.1606 0.0515
H -0.398 5.116 -0.607 -0.2485 0.0744 0.2559
H -2.757 2.127 5.726 0.1301 -0.1695 -0.1341
H -1.756 1.331 8.141 -0.0041 -0.1614 -0.0331
C -2.795 1.043 5.537 -0.0211 0.1011 0.0832
C -1.865 0.322 7.717 0.0594 -0.0402 -0.3417
N -1.763 0.336 6.272 -0.3248 0.0726 0.3593
H -2.688 0.850 4.466 0.0953 0.0338 0.2238
C -0.613 -0.068 5.671 0.5555 0.4160 -1.8613
O -0.328 0.135 4.494 -0.6042 -0.5793 2.0443
H -1.060 -0.317 8.095 -0.2486 0.1321 0.1583
H 0.051 -0.615 6.383 -0.1006 0.1755 -0.2889
H -3.774 0.698 5.892 0.0906 -0.0505 -0.1401
H -2.841 -0.077 8.015 0.1536 -0.0196 0.0868
H -1.211 -5.198 4.057 -0.1188 -0.2014 -0.2578
H 0.255 -3.286 1.192 -0.2525 -0.4001 -0.1382
C -1.729 -5.115 3.087 -0.2390 0.2801 0.4683
C -0.539 -4.043 1.183 0.4271 0.3031 -0.3231
N -1.309 -3.911 2.392 -0.4354 -0.1171 0.3197
H -2.812 -5.082 3.290 0.2598 -0.1956 -0.0733
C -1.663 -2.675 2.859 0.4673 0.3250 -0.5561
O -1.356 -1.613 2.344 -0.5764 -1.1635 0.5568
H -1.150 -3.877 0.283 0.1021 -0.0442 0.1543
H -2.271 -2.756 3.785 0.0519 0.1270 -0.0474
H -1.501 -6.003 2.480 -0.1314 0.4003 0.2251
H -0.106 -5.048 1.142 -0.0112 0.2158 -0.0190
O 1.064 -0.332 -2.201 -0.6357 0.0620 -0.1030
C 1.996 -0.235 -3.277 0.1494 -0.3947 0.0920
C 0.578 -0.085 -5.392 -0.2705 0.4513 -0.2344
C 1.435 0.522 -4.464 0.4798 -0.2178 -0.1792
H 0.335 -1.150 -5.307 -0.0839 0.7020 0.1055
C 0.048 0.672 -6.447 0.3583 -0.2631 0.1544
H 2.873 0.290 -2.866 -0.2980 0.3320 -0.1182
C 1.847 1.842 -4.646 -0.4448 -0.1147 -0.3025
H -0.640 0.199 -7.161 0.3203 0.2889 0.3294
C 0.446 2.001 -6.607 -0.0472 0.1534 -0.0430
C 1.348 2.589 -5.714 0.0325 -0.2421 -0.0329
H 2.549 2.255 -3.927 -0.1220 0.1269 -0.0760
H 0.057 2.578 -7.452 0.1207 -0.1434 0.3084
H 1.682 3.616 -5.858 -0.1505 -0.2218 0.0062
Si -0.558 0.101 -1.985 -0.3490 0.2640 -1.2632
Cl 1.333 -1.568 0.263 0.7563 0.0332 0.6637
C -1.635 -0.553 -3.399 -0.1465 0.1292 -0.4419
C -0.628 1.968 -2.165 0.0710 0.2696 0.1190
C -1.569 -0.540 -0.563 -0.0228 -0.4549 0.7749
H -1.646 0.130 -4.260 0.0241 -0.3196 0.1433
H -2.670 -0.624 -3.027 0.3415 -0.0629 -0.1403
H -1.302 -1.547 -3.728 -0.2122 0.1317 0.0191
H -2.464 -1.055 -0.958 0.3560 0.2747 0.0076
H -1.901 0.263 0.112 0.2570 -0.2638 -0.2001
H -1.031 -1.268 0.054 -0.3044 0.3928 -0.0806
H -0.609 2.241 -3.230 -0.0926 -0.0874 0.1620
H 0.232 2.469 -1.698 -0.3121 -0.1046 0.0061
H -1.560 2.339 -1.714 0.2140 0.0150 -0.1384
C 2.779 0.371 4.592 0.1851 -0.3519 -0.3578
O 2.698 0.237 3.156 0.5260 -0.4883 1.3352
C 1.898 1.099 2.531 -0.7347 0.9191 -2.7087
O 1.413 2.068 3.093 0.5741 -0.2401 0.8576
H 1.853 -0.041 5.005 0.2809 0.3234 0.0962
H 2.940 1.416 4.897 -0.1083 -0.3892 -0.0674
H 3.622 -0.272 4.853 -0.0205 0.2021 0.2358
```
Positions in Å, forces in eV/Å.

Calculated values
Expectation value of S²   6.014
2S+1   5
Charge   -1
Highest occupied orbital energy (spin up / spin down)   -3.262 / -3.872 eV
Total energy   -110739.6485 eV
Orbital gap (spin up / spin down)   5.8 / 6.4 eV

Mulliken atomic charge list, values in e, 6 entries: number 1, C, carries -1.3265; number 2, C, carries 0.5455; number 3, H, carries 0.3034; number 4, H, carries -0.0049; number 5, H, carries 0.3328; number 6, C, carries -0.1187